Entry 1:
Density functional theory data (ωB97M-V/def2-TZVPD) for a 2-piece molecular cluster, C14H16O2 overall in a non-equilibrium geometry.

```
32
Properties=species:S:1:pos:R:3:mulliken_charge:R:1
C -2.58 1.54 -0.42 -1.358
C -1.40 0.99 -2.71 -0.717
C -1.47 1.68 -1.44 0.840
C -0.26 1.07 -3.45 -0.768
C -0.49 2.44 -0.99 -0.718
C 0.79 1.94 -2.95 0.368
C 0.78 2.53 -1.77 -0.508
O 1.78 2.24 -3.84 -0.468
H -2.17 0.35 -3.01 0.405
H -0.20 0.51 -4.38 0.335
H -2.40 0.88 0.41 0.127
H -3.51 1.22 -0.89 0.376
H -0.52 2.90 -0.05 0.349
H 1.59 3.21 -1.37 0.224
H 2.56 1.94 -3.54 0.284
H -2.74 2.48 0.11 0.328
C 1.69 -1.69 -0.38 -1.079
C 0.89 -2.65 3.17 -0.449
C -0.03 -1.65 3.53 0.581
C 1.47 -2.65 1.93 -0.448
C 1.05 -1.73 1.01 0.308
C -0.54 -0.75 2.65 -1.050
C 0.06 -0.83 1.37 0.253
O -0.60 -2.03 4.77 -0.575
H 1.09 -3.47 3.95 0.257
H 2.25 -3.40 1.82 0.335
H -1.11 -0.04 3.00 0.598
H -1.52 -1.81 5.00 0.302
H 1.69 -2.64 -1.04 0.275
H 2.80 -1.89 -0.39 0.349
H -0.30 0.11 0.83 0.038
H 1.35 -0.80 -0.95 0.211
```

Results
- total charge = -1
- energy (hartree) = -693.40797
- expectation value of S² = 0.76
- spin multiplicity = 2
- HOMO level (spin up / spin down) (Eh) = 0.02995 / -0.14221

---

Entry 2:
Density functional theory data (ωB97M-V/def2-TZVPD) for one molecule with the formula O3S in a non-equilibrium geometry.

```
4
Properties=species:S:1:pos:R:3:mulliken_charge:R:1
O -0.62 0.60 -1.33 -0.410
O -0.29 -0.70 0.96 -0.163
O 0.66 0.37 0.91 -0.154
S 0.24 -0.27 -0.54 0.727
```

Results
- energy (hartree) = -623.76747
- spin multiplicity = 1
- HOMO level (Eh) = -0.42344

---

Entry 3:
Density functional theory data (ωB97M-V/def2-TZVPD) for a 2-piece molecular cluster, C25H31Cl3N4O4S overall in a non-equilibrium geometry.

```
68
Properties=species:S:1:pos:R:3:mulliken_charge:R:1
C 6.69 3.59 -2.26 -0.743
C 6.87 4.08 -0.71 0.385
Cl 7.89 5.61 -0.32 -0.192
C 6.25 3.34 0.43 -0.234
Cl 6.55 4.01 2.14 -0.179
C 5.29 1.99 0.28 0.034
N 3.81 2.21 0.40 -0.514
C 3.00 0.95 0.30 0.187
C 1.36 1.07 0.47 -0.757
C 0.36 -0.22 0.36 0.316
C -1.26 0.08 0.57 1.073
C -1.43 0.39 2.21 0.251
C -1.46 2.00 2.56 -1.114
O -0.31 -0.19 3.01 -0.568
C 1.03 -1.68 0.06 0.600
C 0.05 -3.01 -0.11 -0.559
C -0.89 -3.32 1.19 -0.238
C -2.32 -4.06 0.86 -0.849
C -3.17 -3.40 -0.38 -0.066
C -4.72 -2.95 0.06 -0.764
C -4.97 -1.33 -0.06 -0.133
C -5.16 -0.80 -1.63 -0.523
S -5.42 1.06 -1.75 -0.043
C -6.53 1.67 -0.33 0.147
N -5.92 1.71 1.07 0.062
N -6.98 2.17 1.86 -0.419
C -8.22 2.42 1.02 -0.010
O -7.94 2.12 -0.41 -0.242
C 2.68 -1.81 -0.09 -0.811
C 3.71 -0.49 0.03 0.381
N 5.18 -0.79 -0.11 -0.524
C 5.92 0.51 0.05 0.723
C 7.58 0.42 -0.02 -0.734
C 8.16 0.30 -1.56 0.457
O 7.45 0.05 -2.66 -0.445
Cl 10.02 0.60 -1.77 -0.183
H 7.60 2.87 -2.50 0.168
H 5.64 3.09 -2.46 0.258
H 6.87 4.55 -2.95 0.347
H 0.91 2.14 0.66 0.122
H -1.62 1.02 -0.03 0.524
H -1.91 -0.85 0.31 -1.400
H -2.48 -0.05 2.56 0.306
H -0.88 2.13 3.59 0.291
H -0.88 2.66 1.79 0.202
H -2.55 2.42 2.77 0.321
H 0.44 0.47 3.09 0.370
H 0.75 -3.97 -0.25 0.354
H -0.53 -2.91 -1.13 0.280
H -1.13 -2.39 1.87 -0.080
H -0.28 -4.07 1.88 0.408
H -2.17 -5.23 0.72 0.281
H -3.00 -3.94 1.83 0.322
H -3.32 -4.24 -1.21 0.462
H -2.66 -2.50 -0.91 -0.063
H -5.00 -3.33 1.14 0.345
H -5.48 -3.47 -0.69 0.245
H -5.99 -1.06 0.48 0.389
H -4.09 -0.72 0.44 -0.114
H -4.14 -1.04 -2.17 0.258
H -6.03 -1.35 -2.19 0.367
H -9.22 2.79 1.52 0.332
H 3.17 -2.88 -0.29 0.172
H 7.89 -0.60 0.52 0.397
H 8.11 1.27 0.59 0.364
O -3.73 0.16 -4.20 -0.574
H -4.43 0.13 -4.88 0.289
H -2.99 0.59 -4.65 0.286
```

Results
- energy (hartree) = -3269.13438
- spin multiplicity = 1
- HOMO level (Eh) = -0.30898
- SMILES = C/C(Cl)=C(/Cl)c1nc2cc(C[C@H](C)O)c(CCCCCCCSc3nnco3)cc2nc1CC(=O)Cl.O

---

Entry 4:
Density functional theory data (ωB97M-V/def2-TZVPD) for a 2-piece molecular cluster, C6H11N overall in a non-equilibrium geometry.

```
18
Properties=species:S:1:pos:R:3:mulliken_charge:R:1
C 0.17 -3.02 -0.17 -0.760
C 0.37 -1.75 -0.31 0.267
C 0.66 -0.54 -0.83 -0.275
N -0.04 -0.04 -1.96 -0.478
H -0.47 -3.42 0.61 0.238
H 0.55 -3.76 -0.87 0.252
H 1.66 -0.15 -0.66 0.312
H 0.49 0.65 -2.49 0.239
H -0.38 -0.78 -2.56 0.219
C 0.65 2.33 0.64 -0.638
C 0.24 1.08 0.93 -0.158
C -1.31 0.83 1.17 -0.951
H 0.29 2.88 -0.21 0.264
H 1.39 2.81 1.28 0.257
H 0.78 0.52 1.70 0.324
H -1.58 -0.22 1.07 0.229
H -1.91 1.42 0.48 0.310
H -1.55 1.14 2.18 0.347
```

Results
- energy (hartree) = -289.80767
- spin multiplicity = 1
- HOMO level (Eh) = -0.28717
- SMILES = C=C=CN.C=CC